[1]
ORCA calculation (ωB97M-V/def2-TZVPD) on one molecule with the formula C16H19N3O3.

The geometry in XYZ format:
```
41
Properties=species:S:1:pos:R:3:forces:R:3:lowdin_charge:R:1
O -0.7886 1.9654 1.9142 -0.40 1.60 -1.82 0.104
C -0.7536 2.5335 0.8194 0.55 -2.39 3.14 -0.490
O -1.4665 3.6041 0.5506 -0.27 1.04 -1.30 0.150
C 0.0880 1.9472 -0.2513 1.82 -1.04 -0.97 -0.217
C -0.7381 1.0506 -1.2178 1.17 0.36 -0.05 -0.071
C -1.4231 -0.0520 -0.5142 -1.25 -0.61 0.52 -0.173
C -0.8680 -1.2162 -0.0383 -0.88 0.30 -1.08 -0.025
N -1.9053 -2.0863 0.2943 -0.23 0.43 0.94 0.078
C -3.1262 -1.4102 0.2538 0.00 0.30 -0.47 -0.187
C -4.4584 -1.7579 0.5395 0.25 -1.08 0.22 -0.028
C -5.4676 -0.9172 0.1541 -0.19 0.30 0.49 -0.112
C -5.2043 0.3447 -0.3701 -0.39 0.12 -0.60 -0.109
C -3.9222 0.7342 -0.6530 0.35 0.26 0.41 -0.027
C -2.8790 -0.1413 -0.2994 1.46 0.10 -0.70 -0.113
N 1.1595 1.1511 0.3522 -0.30 0.29 0.61 0.105
C 2.4292 1.0741 -0.1455 -2.42 0.21 0.10 -0.449
O 2.6625 1.4595 -1.2774 0.67 0.41 0.00 0.059
C 3.3646 0.3260 0.7778 0.26 -0.76 0.85 -0.220
C 4.6662 0.0571 -0.0367 -0.80 -1.68 0.53 -0.104
C 4.5459 -1.5131 -0.3462 0.18 0.57 0.50 -0.140
C 3.0668 -1.8915 -0.0131 -0.27 -0.20 -1.05 -0.233
N 2.6463 -0.9888 1.0360 1.07 0.61 1.20 -0.057
H -1.2468 3.8965 -0.3679 -0.35 -0.15 0.97 0.145
H 0.6647 2.6800 -0.8153 -0.44 0.42 -0.31 0.151
H -1.3883 1.6874 -1.8187 -0.31 -0.21 0.03 0.118
H 0.0015 0.6018 -1.9006 -0.19 0.43 0.08 0.131
H 0.1832 -1.5163 -0.0508 -0.58 -0.03 0.13 0.106
H -1.7633 -2.9810 0.7262 -0.05 0.04 0.12 0.144
H -4.7566 -2.6593 1.0697 0.38 -0.14 -0.26 0.106
H -6.5043 -1.1877 0.3126 0.09 -0.13 0.18 0.101
H -6.0563 0.9761 -0.5827 0.11 0.18 -0.14 0.099
H -3.7388 1.7237 -1.0845 0.10 -0.40 0.16 0.110
H 0.9194 0.6345 1.1903 0.12 0.24 -0.10 0.128
H 3.4753 0.7821 1.8301 -0.06 -0.17 -1.92 0.174
H 5.5626 0.2758 0.5610 -0.25 0.00 -0.51 0.106
H 4.5592 0.6327 -0.9487 0.56 0.17 0.01 0.086
H 4.8372 -1.8486 -1.3437 -0.05 0.45 -0.07 0.096
H 5.2765 -1.9866 0.3345 -0.64 -0.22 -0.08 0.098
H 2.9460 -2.9461 0.3407 0.07 0.81 -0.47 0.121
H 2.3365 -1.7043 -0.8843 1.37 -0.46 0.84 0.127
H 3.0640 -1.3339 1.9035 -0.30 0.05 -0.16 0.110
```
Positions in Å, forces in eV/Å.

The energy above the lowest of the compared OMol25 structures with the same formula, charge and spin is 46.7 kcal/mol. The value obtained for the HOMO energy is -0.290 Eh. As for the net charge: 0. Its HOMO-LUMO gap is 8.40 eV. The LUMO energy comes out at 0.01928 Eh. The value obtained for the total energy is -27513.45893 eV. Its SMILES is O=C(O)[C@H](Cc1c[nH]c2ccccc12)NC(=O)[C@@H]1CCCN1.

[2]
ORCA calculation (ωB97M-V/def2-TZVPD) on one molecule with the formula C16H19N3O4S2.

The geometry in XYZ format:
```
44
Properties=species:S:1:pos:R:3:forces:R:3:lowdin_charge:R:1
O 3.9004 -0.4212 -1.5301 0.30 0.09 -0.08 0.014
C 3.9358 -1.5750 -1.1663 0.22 -0.47 0.01 -0.426
N 2.8820 -2.1916 -0.5620 0.15 -0.42 0.10 0.136
C 1.6952 -1.5634 -0.3191 -0.46 0.84 -0.08 -0.547
N 0.6958 -2.1448 0.2408 0.50 -0.82 0.08 0.116
C -0.3625 -1.2929 0.3632 -0.28 0.85 -0.17 -0.305
C -1.5970 -1.6126 0.9240 0.11 0.07 -0.08 0.002
C -2.5726 -0.6389 0.9759 -0.18 -0.05 0.06 -0.057
C -2.3213 0.6330 0.4764 -0.44 0.41 0.11 -0.279
S -3.5828 1.8982 0.5675 0.62 -0.19 0.01 0.682
O -3.7021 2.5432 -0.7066 0.19 0.19 -0.07 -0.281
O -4.7687 1.3299 1.1495 0.09 -0.11 0.22 -0.281
N -2.8088 2.9813 1.6097 -0.16 -0.66 -0.92 -0.235
C -2.9463 2.5856 2.9980 0.01 -0.28 0.60 -0.199
C -4.2464 3.2373 3.5055 -0.01 -0.06 0.09 -0.160
C -4.5460 4.3507 2.4863 0.04 0.09 -0.01 -0.156
C -3.3384 4.3314 1.5374 -0.33 0.52 -0.24 -0.198
C -1.1116 0.9806 -0.0861 0.16 0.00 -0.11 -0.060
C -0.1277 0.0098 -0.1425 -0.07 -0.40 0.14 -0.436
S 1.4899 0.1214 -0.7836 -0.42 -0.10 0.19 1.158
C 5.1559 -2.4843 -1.3203 0.24 0.37 -0.03 -0.230
C 5.8241 -2.2943 -2.6987 -0.10 0.02 0.03 -0.100
C 5.8181 -3.7048 -3.2953 -0.11 -0.12 0.25 -0.141
C 4.7009 -4.3849 -2.5061 0.04 -0.17 -0.47 -0.183
O 4.7999 -3.8494 -1.1976 0.08 0.04 0.33 -0.111
H 2.9814 -3.1675 -0.3005 -0.06 0.17 -0.07 0.162
H -1.7656 -2.6077 1.3020 -0.05 -0.11 0.05 0.115
H -3.5474 -0.8379 1.3925 -0.09 -0.09 0.08 0.111
H -2.9638 1.4984 3.0597 0.10 0.01 0.21 0.111
H -2.0748 2.9603 3.5428 -0.04 -0.08 -0.05 0.124
H -4.1200 3.6271 4.5143 -0.02 -0.04 0.03 0.104
H -5.0489 2.5027 3.5099 0.00 0.03 0.08 0.100
H -4.6681 5.3239 2.9585 -0.07 0.03 -0.03 0.105
H -5.4514 4.1153 1.9290 -0.04 0.06 0.01 0.108
H -3.5932 4.5500 0.5024 0.06 0.21 0.06 0.109
H -2.5557 5.0176 1.8743 -0.03 -0.07 -0.06 0.125
H -0.9646 1.9769 -0.4679 0.09 0.17 -0.06 0.120
H 5.8364 -2.2476 -0.4933 -0.11 0.01 -0.10 0.167
H 5.2322 -1.6011 -3.2962 0.08 0.02 0.01 0.116
H 6.8287 -1.8906 -2.6047 -0.02 0.05 -0.01 0.117
H 6.7656 -4.2060 -3.0981 -0.01 -0.04 -0.04 0.114
H 5.6294 -3.7098 -4.3653 0.03 -0.01 -0.06 0.114
H 4.8087 -5.4662 -2.4261 -0.06 0.06 -0.03 0.126
H 3.7193 -4.1469 -2.9403 0.04 -0.05 0.03 0.129
```
Positions in Å, forces in eV/Å.

The energy above the lowest of the compared OMol25 structures with the same formula, charge and spin is 46.1 kcal/mol. The value obtained for the HOMO energy is -0.322 Eh. As for the net charge: 0. Its HOMO-LUMO gap is 9.09 eV. The LUMO energy comes out at 0.01259 Eh. The value obtained for the total energy is -51231.64216 eV. Its SMILES is O=C(Nc1nc2ccc(S(=O)(=O)N3CCCC3)cc2s1)[C@@H]1CCCO1.

[3]
ORCA calculation (ωB97M-V/def2-TZVPD) on one molecule with the formula C16H19N3O5S2.

The geometry in XYZ format:
```
45
Properties=species:S:1:pos:R:3:forces:R:3:lowdin_charge:R:1
C -4.0537 8.5222 2.0556 0.18 0.51 0.23 -0.027
O -3.9080 7.2880 1.2954 -0.07 -0.03 -0.03 -0.048
C -2.7838 6.5769 1.4586 1.80 0.52 0.75 -0.556
O -1.8523 6.8843 2.1858 -1.43 0.20 -0.44 0.092
C -2.5911 5.3320 0.5938 0.21 0.04 0.93 -0.353
S -3.8692 4.0974 0.9837 0.50 -0.16 -0.38 1.027
C -3.2831 2.7768 -0.0186 -1.62 1.06 0.44 -0.667
N -4.0988 1.9168 -0.5577 0.04 1.72 0.66 0.054
N -3.3009 1.0310 -1.1539 0.87 -2.11 -0.49 0.094
C -2.0768 1.3350 -0.8994 0.41 -0.57 -0.85 -0.282
C -0.9027 0.5199 -1.2439 1.27 0.48 -0.32 -0.120
C 0.4250 0.9610 -1.0069 -1.02 -0.13 -0.26 -0.005
C 1.5130 0.1673 -1.3293 0.48 -1.08 0.50 -0.041
C 1.3453 -1.1566 -1.8182 -0.97 0.51 -0.12 -0.223
S 2.7056 -2.3775 -1.8605 1.74 -1.68 -0.48 0.775
O 2.6020 -3.2487 -3.0528 -0.49 1.80 1.97 -0.321
O 3.9791 -1.6628 -1.6629 -2.31 -0.85 0.14 -0.322
N 2.4307 -3.4344 -0.4501 -0.28 2.08 -1.18 -0.214
C 1.5303 -4.5639 -0.7351 0.29 -0.05 0.03 -0.221
C 1.1719 -5.2982 0.5505 -0.26 -0.57 0.94 -0.187
C 2.4159 -5.6649 1.4049 -0.27 0.34 -0.15 -0.200
C 3.2673 -4.4159 1.6671 0.11 -0.45 -1.16 -0.179
C 3.6361 -3.7039 0.3439 -0.06 -0.24 0.16 -0.204
C 0.0366 -1.5095 -2.2181 0.48 0.21 0.78 -0.047
C -1.0527 -0.6970 -1.9036 -0.10 -0.14 -0.05 -0.014
O -1.9865 2.5211 -0.2336 0.08 -0.58 0.43 0.099
H -4.2548 8.3018 3.1181 0.02 -0.05 -0.54 0.100
H -4.8793 9.1405 1.6259 0.58 -1.02 0.16 0.103
H -3.1356 9.1307 2.0128 -0.23 -0.47 -0.09 0.094
H -1.5728 4.9817 0.8446 -0.73 0.02 0.02 0.103
H -2.5870 5.5947 -0.4401 -0.36 0.19 -0.84 0.088
H 0.5785 1.9368 -0.5589 0.11 -0.09 -0.08 0.118
H 2.5000 0.5509 -1.0917 0.01 -0.27 -0.08 0.115
H 0.6072 -4.1454 -1.1689 0.44 -0.37 -0.13 0.110
H 2.0320 -5.2725 -1.4106 -0.32 0.19 -0.19 0.123
H 0.5993 -6.2431 0.3405 0.44 0.96 -0.09 0.123
H 0.5090 -4.6488 1.1630 0.34 -0.34 -0.29 0.119
H 2.0866 -6.1005 2.3675 0.19 0.08 -0.50 0.111
H 3.0595 -6.4019 0.8848 -0.44 0.18 0.16 0.116
H 4.1705 -4.7341 2.1714 0.39 0.14 0.08 0.106
H 2.7707 -3.7164 2.3046 -0.53 0.45 0.46 0.102
H 4.3263 -4.3131 -0.2404 0.21 -0.26 0.01 0.122
H 4.1426 -2.7621 0.5497 -0.09 0.00 -0.04 0.109
H -0.2099 -2.4319 -2.7110 0.37 -0.37 -0.09 0.109
H -2.0421 -1.0633 -2.1559 0.05 0.19 0.01 0.119
```
Positions in Å, forces in eV/Å.

The energy above the lowest of the compared OMol25 structures with the same formula, charge and spin is 1.5 kcal/mol. The value obtained for the HOMO energy is -0.330 Eh. As for the net charge: 0. Its HOMO-LUMO gap is 8.41 eV. The LUMO energy comes out at -0.02111 Eh. The value obtained for the total energy is -53276.54683 eV. Its SMILES is COC(=O)CSc1nnc(-c2ccc(S(=O)(=O)N3CCCCC3)cc2)o1.